Record 1
Computed, not measured: 3 unconnected molecules or ions with the total composition C2H12N2O2, with ωB97M-V/def2-TZVPD.

Computed properties:
LUMO (eV): 0.8
Relative energy (zero: lowest compared OMol25 entry of this formula, charge and spin) (eV): 0.088
E_HOMO (Eh): -0.337
Kohn-Sham gap (eV): 9.95
Energy (eV): -9344.1151

Atoms and positions in Å:
H (-2.5304, 0.1343, 1.0961)
H (-1.5102, 0.2311, -1.1341)
N (1.9418, -0.5544, 1.1668)
C (0.5917, -0.9495, 0.7533)
H (0.3629, -1.9360, 1.1693)
H (0.6834, 0.9761, -1.7974)
O (-1.1476, 0.5644, -1.9911)
H (1.9645, 1.2511, -2.5865)
H (2.4085, -0.1699, 0.3550)
H (0.5613, -1.0512, -0.3356)
O (1.6403, 1.1176, -1.6882)
H (1.8856, 0.2202, 1.8163)
H (-0.5079, 0.0846, 2.2828)
H (-1.9168, 0.7303, -2.5413)
N (-1.7825, -0.3628, 0.6236)
C (-0.4740, 0.0342, 1.1882)
H (-1.9345, -1.3538, 0.8102)
H (-0.2361, 1.0335, 0.8126)

Which charges does Löwdin predict for the atoms? In e, they are: H 0.08; H 0.00; N 0.00; C -0.30; H 0.10; H -0.01; O -0.08; H 0.04; H 0.04; H 0.10; O -0.08; H 0.06; H 0.11; H 0.04; N -0.03; C -0.28; H 0.08; H 0.11


Record 2
Computed, not measured: a single C5H8O molecule, with ωB97M-V/def2-TZVPD.

Computed properties:
LUMO (eV): 0.9
Relative energy (zero: lowest compared OMol25 entry of this formula, charge and spin) (eV): 5.205
E_HOMO (Eh): -0.311
Kohn-Sham gap (eV): 9.33
Energy (eV): -7357.0506

Atoms and positions in Å:
H (0.0811, 1.6270, -0.1815)
C (-0.8724, 1.0467, 1.7192)
H (1.3976, 0.3020, -1.5851)
C (0.0777, 0.8624, 0.6097)
H (-0.3547, -2.1131, -1.5359)
O (0.4874, 1.3786, 1.8752)
H (-0.6321, -1.2106, -0.0930)
H (-0.9140, -0.3731, -1.7111)
C (-0.2722, -1.0831, -1.1893)
C (0.6608, -0.4978, 0.3528)
H (1.9269, -1.3898, -1.2050)
H (-1.2081, 0.1710, 2.2753)
H (-1.5599, 1.8937, 1.6909)
C (1.1819, -0.6138, -1.0223)

Which charges does Löwdin predict for the atoms? In e, they are: H 0.14; C -0.13; H 0.11; C -0.36; H 0.10; O -0.04; H 0.10; H 0.10; C -0.10; C -0.03; H 0.10; H 0.12; H 0.11; C -0.23


Record 3
Computed, not measured: a molecular structure, C36H57AsAuBrN2P at a distorted geometry, with ωB97M-V/def2-TZVPD.

Computed properties:
LUMO (spin up / spin down) (eV): -12.8 / -12.9
E_HOMO (spin up / spin down) (Eh): -0.577 / -0.576
Kohn-Sham gap (spin up / spin down) (eV): 2.86 / 2.83
Energy (eV): -185072.7857
Total charge: +3

Atoms and positions in Å:
H (-0.8969, -0.4116, -2.9789)
C (-0.3895, 1.9082, -4.3899)
H (1.8014, -0.2253, -4.3653)
C (-0.4746, -2.9406, 3.5084)
C (-3.7151, -4.9129, -0.5946)
H (1.9861, 2.0294, 0.0098)
H (0.3110, 3.0731, -2.7221)
C (0.9924, 2.4560, 0.2192)
H (1.6355, 4.0114, -1.1330)
H (-1.3945, 1.7426, -3.9935)
H (-3.2901, 0.4822, -0.7368)
H (-0.2750, 1.1587, 5.7063)
H (3.3392, 3.9756, 0.9773)
C (-3.8841, 2.8658, 0.3393)
C (-1.9725, -2.7094, 3.5933)
C (1.1246, -3.6493, -1.0760)
C (1.4038, 4.8812, 0.8140)
H (1.2579, -0.7850, 5.1957)
C (0.1913, -0.3357, -2.9521)
C (0.6591, 0.9610, -2.2745)
H (-1.5959, 2.8548, -1.5562)
H (-0.5373, -5.7715, -1.2953)
H (3.6028, -0.8165, 2.1004)
H (3.5111, -0.0208, -0.1929)
C (-3.5176, -3.6170, -0.1095)
H (1.5770, 2.3090, -3.6715)
C (0.7981, 2.4237, 1.7373)
H (2.9406, 5.0198, 2.3177)
P (-0.1377, 1.2356, -0.6160)
C (-2.8743, 1.1509, -1.4935)
C (4.6190, -2.6999, -1.9320)
H (-0.4541, 2.7998, -5.0153)
H (5.4689, -3.0810, -2.4759)
C (-1.1438, -3.8449, -0.5138)
H (-2.7883, -6.6874, -1.3808)
H (2.3488, -2.9876, 3.8666)
H (-3.6483, 2.4820, -3.0137)
H (0.5379, -1.3486, -4.8320)
H (-1.8746, 3.5561, 0.6919)
C (2.5221, 4.2756, 1.6410)
H (-2.0512, -2.0951, 0.2909)
C (2.3734, -2.3678, 2.9606)
H (0.6851, 1.3794, 2.0680)
C (-2.6303, -5.6843, -1.0148)
H (-0.0406, 4.2057, -0.6199)
H (0.5646, -1.1910, -2.3849)
H (-0.9920, 0.9987, 4.0961)
H (-3.7611, 4.1284, -1.3893)
C (0.5830, 2.1572, -3.2452)
N (0.0797, -3.2000, -0.4872)
C (0.0493, 0.7148, -5.2337)
H (1.1283, -4.5887, -1.6279)
H (1.6970, 3.3995, 3.4283)
C (2.0016, 3.0717, 2.4338)
C (3.5289, -0.9969, -0.6632)
C (-4.2806, 3.2133, -1.0857)
H (-2.4803, 0.5293, -2.2958)
C (-2.2438, -3.0997, -0.0696)
C (3.4604, -3.4502, -1.8174)
H (-0.1131, 2.9627, 1.9976)
C (2.3698, -2.9166, -1.1246)
H (-2.4707, -3.6420, 3.8509)
H (-5.3437, 3.4566, -1.1316)
C (-1.8069, 2.0391, -0.8507)
C (-1.3602, -5.1563, -0.9702)
H (5.5323, -0.8199, -1.4145)
H (3.3902, -4.4301, -2.2592)
H (1.7092, 0.8063, -1.9869)
H (0.5712, 5.1261, 1.4758)
H (0.7485, 1.0421, -6.0062)
H (1.7255, 5.8143, 0.3525)
Au (0.2952, -0.9487, 0.4326)
Br (-5.4742, -5.6289, -0.6820)
H (-4.3626, -3.0366, 0.2259)
H (-0.0741, -3.1852, 4.5004)
H (-2.3818, -2.3650, 2.6439)
H (2.8037, 2.3435, 2.5607)
H (-4.4354, 1.9758, 0.6478)
H (-0.8195, 0.3138, -5.7611)
As (0.6472, -1.4548, 2.9066)
H (-2.2149, -1.9814, 4.3644)
H (-0.2378, -3.7727, 2.8362)
C (3.5637, -1.4256, 3.0021)
C (-3.9628, 2.0716, -2.0515)
C (4.6556, -1.4429, -1.3452)
C (0.7178, -0.3699, -4.3853)
H (-4.1710, 3.6662, 1.0194)
C (-0.4895, 0.4566, 4.8999)
H (-4.8600, 1.4819, -2.2560)
N (2.4218, -1.7054, -0.5560)
H (-2.1876, 1.9190, 1.2822)
C (0.9539, 3.9102, -0.2878)
H (1.5261, 0.6075, 4.1196)
H (4.4947, -1.9864, 3.0727)
C (-2.3690, 2.6127, 0.4567)
H (-1.1703, -0.2930, 5.2998)
C (0.8079, -0.1661, 4.4088)
H (2.4309, -3.0414, 2.0995)
H (3.5057, -0.7692, 3.8699)

Which charges does Löwdin predict for the atoms? In e, they are: H 0.10; C -0.17; H 0.12; C -0.37; C -0.64; H 0.11; H 0.09; C -0.41; H 0.12; H 0.10; H 0.12; H 0.10; H 0.12; C -0.17; C -0.13; C -0.05; C -0.17; H 0.10; C -0.22; C -0.40; H 0.13; H 0.12; H 0.05; H 0.11; C -0.10; H 0.14; C -0.24; H 0.13; P 1.13; C -0.20; C 0.01; H 0.13; H 0.14; C -0.29; H 0.12; H 0.11; H 0.12; H 0.12; H 0.11; C -0.18; H 0.06; C -0.38; H 0.02; C -0.08; H 0.10; H 0.07; H 0.07; H 0.12; C -0.16; N 0.03; C -0.17; H 0.14; H 0.12; C -0.18; C -0.13; C -0.18; H 0.09; C -0.06; C 0.04; H 0.11; C -0.27; H 0.10; H 0.13; C -0.39; C 0.01; H 0.13; H 0.13; H 0.10; H 0.12; H 0.12; H 0.13; Au 0.76; Br 0.84; H 0.11; H 0.10; H 0.05; H 0.11; H 0.12; H 0.12; As 1.26; H 0.07; H 0.08; C -0.13; C -0.17; C 0.01; C -0.17; H 0.13; C -0.12; H 0.13; N 0.02; H 0.11; C -0.17; H 0.06; H 0.10; C -0.19; H 0.07; C -0.35; H 0.07; H 0.07


Record 4
Computed, not measured: 2 unconnected molecules or ions with the total composition C6H15N4 at a distorted geometry, with ωB97M-V/def2-TZVPD.

Computed properties:
LUMO (spin up / spin down) (eV): -4.7 / -4.7
Relative energy (zero: lowest compared OMol25 entry of this formula, charge and spin) (eV): 7.385
E_HOMO (spin up / spin down) (Eh): -0.510 / -0.510
Kohn-Sham gap (spin up / spin down) (eV): 9.15 / 9.14
Energy (eV): -12411.7839
Total charge: +1

Atoms and positions in Å:
C (0.7855, 1.6501, -1.4966)
H (2.6939, 0.6535, -2.0371)
H (-0.7660, -2.9173, 0.4809)
N (-1.2936, -1.6918, 3.3927)
H (0.3448, -1.3237, -0.4212)
C (-0.0044, -0.3720, -0.2108)
H (2.6865, 1.1608, -0.3730)
N (-1.0487, -1.6596, 2.1780)
H (-1.6784, -0.8672, 3.9095)
H (0.5575, 0.0887, -3.1031)
C (-0.6894, -2.9047, 1.4843)
H (-0.5921, 1.6868, 0.0028)
H (0.4786, 2.6004, -1.3664)
C (2.3416, 1.4296, -1.4483)
H (-1.1740, -3.7733, 1.8435)
H (-1.0437, 1.2712, 2.2946)
H (0.3985, -2.9930, 1.8264)
N (-1.6584, 0.5258, 2.0303)
C (-0.0120, 0.8692, -0.5123)
H (0.9234, 1.7519, -3.8268)
H (2.9272, 2.2503, -1.5435)
H (-0.6912, 1.2234, -3.1001)
C (0.4115, 1.2321, -2.9635)
N (-1.3830, -0.6696, 1.3383)
H (-2.5139, 0.7787, 1.6213)

Which charges does Löwdin predict for the atoms? In e, they are: C -0.36; H 0.05; H 0.04; N 0.22; H 0.06; C 0.21; H 0.11; N -0.27; H 0.12; H 0.11; C 0.03; H 0.15; H 0.09; C -0.03; H 0.10; H 0.10; H 0.15; N 0.04; C -0.12; H 0.11; H 0.04; H 0.08; C -0.07; N -0.04; H 0.08